# CdH10O5

A structure of composition CdH10O5 in a non-equilibrium geometry (wB97M-V/def2-TZVPD, the OMol25 dataset).

Geometry (Å):
1 Cd 0.302 -0.208 0.159
2 O -0.909 -1.746 1.144
3 H -1.020 -2.642 0.782
4 H -1.511 -1.705 1.905
5 O 0.697 -1.224 -1.702
6 H 0.461 -0.829 -2.559
7 H 1.462 -1.799 -1.887
8 O 1.347 1.373 -0.726
9 H 2.105 1.209 -1.315
10 H 1.195 2.334 -0.775
11 O 0.491 0.825 1.961
12 H -0.019 1.428 2.529
13 H 1.369 0.774 2.383
14 O -1.673 0.541 -0.497
15 H -1.804 0.916 -1.383
16 H -2.492 0.752 -0.019

Relative energy (zero: lowest compared OMol25 entry of this formula, charge and spin) = 52.1 kJ/mol
HOMO = -0.7610 Ha
Total charge = +2
Frontier orbital gap = 12.795 eV